DFT (wB97M-V/def2-TZVPD) results for an isolated ion of composition C4H10N3 and charge +1.

CARTESIAN COORDINATES (ANGSTROEM)
C -2.37185 -0.15613 0.19768
N -0.95564 0.07383 0.06412
C -0.35643 1.22026 0.32298
N 0.91319 1.21978 0.11118
C 1.47101 -0.03362 -0.41884
N 2.28350 -0.77570 0.38399
C -0.10931 -0.89184 -0.59179
H -2.79373 -0.06617 1.25621
H -2.99899 0.40686 -0.41610
H -2.39182 -1.13819 -0.04627
H -0.86785 2.03340 0.82359
H 1.53944 1.95861 -0.09726
H 1.88734 0.25855 -1.41408
H 3.26464 -0.60615 0.11652
H 2.08783 -0.89806 1.40387
H -0.41689 -0.82949 -1.65486
H -0.18442 -1.77593 -0.04092

Computed properties:
Frontier orbital gap: 10.49 eV
Net charge: +1
2S+1: 1
Structure (SMILES): CN1C=[NH+][C@@H](N)C1
Energy above the lowest of the compared OMol25 structures with the same formula, charge and spin: 167.6 kJ/mol
E_LUMO: -3.36 eV

Löwdin atomic charge list, values in e, 6 entries:
1 C 0.005
2 N -0.146
3 C -0.053
4 N 0.104
5 C -0.288
6 N 0.067